# C25H21N10Sn

A structure of composition C25H21N10Sn (the ωB97M-V functional and the def2-TZVPD basis, the Open Molecules 2025 dataset).

Each line ends with the Mulliken charge.
Positions of all 57 atoms, in Å:
1 Sn 0.04 0.01 1.15  1.13
2 C -0.63 1.42 -2.02  -0.77
3 N 0.05 1.72 -0.75  -0.04
4 C -0.34 3.04 -0.18  -1.15
5 C -1.36 2.85 0.90  0.48
6 N -1.56 1.69 1.47  0.07
7 C -2.56 1.88 2.43  0.41
8 C -3.16 0.99 3.32  -0.80
9 C -4.13 1.50 4.16  -0.69
10 C -4.49 2.86 4.13  -0.49
11 C -3.90 3.75 3.25  -1.02
12 C -2.93 3.22 2.41  0.81
13 N -2.14 3.81 1.41  -0.10
14 C -0.91 -0.05 -2.16  0.15
15 N -1.32 -0.79 -1.10  -0.20
16 C -1.60 -2.00 -1.58  0.55
17 C -2.21 -3.10 -0.90  -0.55
18 C -2.28 -4.26 -1.57  -0.81
19 C -1.58 -4.46 -2.90  -0.03
20 C -1.27 -3.19 -3.68  -0.99
21 C -1.27 -2.06 -2.98  0.59
22 N -0.86 -0.74 -3.29  -0.02
23 H -0.09 1.78 -2.90  0.41
24 H -1.61 1.90 -2.03  0.43
25 H 1.06 1.73 -0.91  0.32
26 H -0.72 3.70 -0.97  0.50
27 H 0.55 3.53 0.22  0.42
28 H -2.89 -0.06 3.35  0.37
29 H -4.62 0.85 4.87  0.42
30 H -5.25 3.22 4.81  0.41
31 H -4.19 4.79 3.23  0.43
32 H -2.17 4.78 1.13  0.24
33 H -2.62 -2.98 0.10  0.54
34 H -2.72 -5.15 -1.12  0.46
35 H -2.08 -5.20 -3.52  0.54
36 H -0.98 -3.27 -4.72  0.48
37 H -0.62 -0.38 -4.20  0.28
38 N 6.43 1.06 0.98  -0.42
39 C 5.11 0.89 0.92  1.12
40 C 4.23 1.49 1.85  -0.89
41 C 2.89 1.26 1.74  -0.38
42 N 2.32 0.49 0.78  -0.07
43 C 3.17 -0.07 -0.11  -0.23
44 C 4.52 0.09 -0.09  -0.95
45 H 6.85 1.61 1.72  0.22
46 H 7.05 0.61 0.34  0.22
47 H 4.61 2.10 2.65  0.38
48 H 2.22 1.69 2.48  0.46
49 H 2.71 -0.69 -0.88  0.45
50 H 5.13 -0.41 -0.83  0.38
51 N 0.93 -2.50 0.34  -0.37
52 C 1.39 -3.26 -0.40  0.22
53 C 1.83 -4.05 -1.51  -0.19
54 C 3.19 -4.05 -1.96  -0.02
55 N 4.29 -3.98 -2.28  -0.31
56 C 0.76 -4.57 -2.14  0.85
57 N -0.28 -5.02 -2.46  -0.26

Output
HOMO level: -16.22 eV
Relative energy (zero: lowest compared OMol25 entry of this formula, charge and spin): 24.3 kcal per mole
Total charge: +3
LUMO energy: -11.30 eV

***

# C5H17N3

A cluster of 3 separate species, C5H17N3 in total (the ωB97M-V functional and the def2-TZVPD basis, the Open Molecules 2025 dataset).

Each line ends with the Mulliken charge.
Positions of all 25 atoms, in Å:
1 C 0.59 0.51 -2.34  -0.99
2 C -3.06 -1.83 -0.39  -1.07
3 C 0.51 0.11 0.11  -0.07
4 C 0.30 0.90 -0.92  -0.45
5 C -2.44 -0.58 -0.27  0.33
6 N 0.79 0.54 1.45  -0.68
7 N 3.50 0.35 1.90  -0.52
8 N -2.85 0.59 -0.70  -0.26
9 H 0.94 -0.61 -2.14  0.31
10 H 1.40 1.07 -2.70  0.40
11 H -0.37 0.74 -2.91  0.31
12 H -2.36 -2.66 0.00  0.28
13 H -2.99 -2.09 -1.48  0.28
14 H -4.02 -2.09 0.01  0.38
15 H 0.78 -0.87 -0.01  0.61
16 H -0.08 1.87 -0.71  0.63
17 H -1.40 -0.51 0.15  -0.11
18 H 0.26 0.05 2.12  0.33
19 H 2.43 0.13 1.60  0.40
20 H 4.18 0.40 1.04  0.44
21 H 3.96 -0.10 2.66  0.36
22 H 3.60 1.26 2.22  0.36
23 H -3.79 0.72 -0.89  0.20
24 H 0.73 1.61 1.74  0.35
25 H -2.12 1.31 -0.62  0.18

Output
HOMO level (spin up / spin down): -12.13 / -17.30 eV
Relative energy (zero: lowest compared OMol25 entry of this formula, charge and spin): 58.2 kcal per mole
Total charge: +2
LUMO energy (spin up / spin down): -7.62 / -11.79 eV
2S+1: 3

***

# C5H37NO15

A cluster of 15 separate species, C5H37NO15 in total (the ωB97M-V functional and the def2-TZVPD basis, the Open Molecules 2025 dataset).

Each line ends with the Mulliken charge.
Positions of all 58 atoms, in Å:
1 C -1.80 -2.10 -2.01  -0.37
2 C -0.59 -1.23 -1.91  -1.04
3 C 0.10 -0.98 -0.58  -0.36
4 C -0.51 -0.73 0.61  -0.47
5 C -2.99 -1.38 -1.49  0.45
6 N -3.70 -0.37 -2.29  -0.45
7 O -3.47 -1.58 -0.39  -0.63
8 H -2.02 -2.43 -3.05  0.39
9 H -1.67 -3.07 -1.36  0.17
10 H -0.65 -0.12 -2.18  0.34
11 H 0.11 -1.55 -2.71  0.32
12 H 1.14 -0.85 -0.71  0.88
13 H 0.11 -0.35 1.48  -0.06
14 H -1.48 -0.80 0.75  0.14
15 H -3.18 -0.23 -3.14  0.22
16 H -4.57 -0.16 -1.95  0.22
17 H 0.17 2.90 -0.83  0.29
18 H 0.64 3.11 -2.37  0.32
19 O 0.65 2.45 -1.52  -0.53
20 H 4.14 0.35 1.68  0.29
21 H 3.52 1.54 0.89  0.51
22 O 3.63 1.03 1.82  -0.78
23 H -3.03 -3.38 2.15  0.28
24 H -2.57 -2.28 1.44  0.30
25 O -2.31 -2.70 2.26  -0.54
26 H -1.31 -0.03 2.82  0.35
27 H -2.62 -0.41 2.38  0.32
28 O -2.19 0.27 2.78  -0.65
29 H -1.90 1.92 2.98  0.40
30 H -1.13 2.70 3.91  0.28
31 O -1.81 2.80 3.28  -0.63
32 H -2.07 4.22 0.51  0.29
33 H -1.68 2.94 1.08  0.27
34 O -1.48 3.51 0.23  -0.62
35 H -0.12 -1.99 3.30  0.30
36 H 0.34 -3.48 2.71  0.31
37 O 0.61 -2.64 3.03  -0.69
38 H 1.21 -3.56 -0.79  0.32
39 H 2.20 -3.98 -2.06  0.29
40 O 1.45 -3.46 -1.73  -0.58
41 H 2.69 -1.50 -0.68  0.42
42 H 3.26 -0.84 0.62  0.27
43 O 3.51 -1.11 -0.24  -0.69
44 H -1.78 3.36 -1.68  0.36
45 H -2.68 2.79 -2.80  0.29
46 O -2.39 3.66 -2.53  -0.64
47 H 1.26 -2.43 1.22  0.38
48 H 2.38 -2.87 1.84  0.29
49 O 2.03 -3.00 1.03  -0.67
50 H 2.72 0.56 -2.88  0.29
51 H 3.37 2.03 -2.61  0.34
52 O 2.96 1.44 -3.31  -0.63
53 H 2.07 2.61 1.44  0.24
54 H 1.79 3.84 1.95  0.30
55 O 1.52 3.38 1.13  -0.56
56 H 2.20 2.02 -0.59  0.40
57 H 2.87 0.62 -0.46  0.47
58 O 3.08 1.57 -0.49  -0.72

Output
HOMO level: -10.24 eV
Relative energy (zero: lowest compared OMol25 entry of this formula, charge and spin): 178.5 kcal per mole
LUMO energy: 0.02 eV

***

# C4H5NO

An isolated molecule of C4H5NO (the ωB97M-V functional and the def2-TZVPD basis, the Open Molecules 2025 dataset).

Each line ends with the Mulliken charge.
Positions of all 11 atoms, in Å:
1 O 1.96 0.11 0.15  -0.51
2 C 0.62 -0.14 0.42  0.09
3 C -0.16 -1.22 -0.27  -0.35
4 C -1.44 -0.87 -0.63  -0.78
5 C -1.39 0.55 -0.33  0.01
6 N -0.28 1.00 0.23  -0.05
7 H 2.10 -0.02 -0.79  0.36
8 H 0.54 -0.42 1.47  0.27
9 H 0.29 -2.21 -0.24  0.38
10 H -2.20 1.26 -0.50  0.38
11 H -0.05 1.95 0.49  0.20

Output
HOMO level: -7.62 eV
Relative energy (zero: lowest compared OMol25 entry of this formula, charge and spin): 81.8 kcal per mole
SMILES string: O[C@@H]1C=C=CN1
LUMO energy: -0.25 eV

***

# C2H8O3P3

The ion C2H8O3P3 with charge +1 (the ωB97M-V functional and the def2-TZVPD basis, the Open Molecules 2025 dataset).

Each line ends with the Mulliken charge.
Positions of all 16 atoms, in Å:
1 C -0.93 -0.39 1.63  -1.01
2 C -1.16 0.83 -1.09  -0.79
3 O 3.41 -0.68 0.06  -0.21
4 O 2.38 1.56 0.30  -0.47
5 O 0.84 -0.89 -0.44  -0.23
6 P 3.69 0.90 0.40  0.44
7 P 2.29 -1.80 -0.27  0.20
8 P 0.01 0.33 0.17  0.81
9 H -0.17 -0.72 2.39  0.33
10 H -1.42 -1.30 1.36  0.39
11 H -1.60 0.47 2.13  0.37
12 H -0.95 1.84 -1.68  0.32
13 H -2.03 0.94 -0.47  0.34
14 H -1.27 -0.04 -1.76  0.30
15 H 4.14 0.57 1.70  0.15
16 H 2.26 -1.76 -1.78  0.08

Output
HOMO level (spin up / spin down): -13.53 / -13.09 eV
Relative energy (zero: lowest compared OMol25 entry of this formula, charge and spin): 61.4 kcal per mole
Total charge: +1
LUMO energy (spin up / spin down): -5.88 / -6.28 eV

***

# C6H8F3NO2

An isolated molecule of C6H8F3NO2 (the ωB97M-V functional and the def2-TZVPD basis, the Open Molecules 2025 dataset).

Each line ends with the Mulliken charge.
Positions of all 20 atoms, in Å:
1 N 0.90 1.46 -1.03  -0.49
2 C 0.24 0.32 -0.69  0.78
3 C -1.17 0.36 -0.10  -0.06
4 C -1.56 1.59 0.73  -1.04
5 C -2.21 1.32 -0.61  -0.53
6 O 0.58 -0.91 -1.26  -0.52
7 C 1.05 -0.90 0.07  -0.12
8 O 2.43 -0.68 0.10  -0.54
9 C 0.97 -2.34 0.92  0.83
10 F 2.00 -3.19 0.55  -0.30
11 F 1.10 -2.18 2.23  -0.26
12 F -0.19 -2.91 0.66  -0.23
13 H 1.80 1.38 -1.37  0.29
14 H 0.87 2.16 -0.38  0.18
15 H -1.48 -0.67 0.25  0.43
16 H -0.99 2.38 0.87  0.30
17 H -2.35 1.50 1.44  0.31
18 H -3.10 0.86 -0.78  0.37
19 H -1.84 1.93 -1.49  0.25
20 H 2.96 -1.48 -0.11  0.36

Output
HOMO level: -9.08 eV
Relative energy (zero: lowest compared OMol25 entry of this formula, charge and spin): 98.6 kcal per mole
SMILES string: N[C@@]1(C2CC2)O[C@]1(O)C(F)(F)F
LUMO energy: 0.85 eV